The following is a quantum chemistry calculation of a 3-piece molecular cluster, C18H26BBr2F16NO9SSi overall at a distorted geometry, from the Open Molecules 2025 dataset.

Values from the calculation:
- E_HOMO: -0.3774 hartree
- SMILES: COB(O)[Si@@](CCCS(=O)(=O)O)(CON=O)[C@H](Br)[C@@H](C)Br.FC(F)C(F)(F)COC(F)(F)C(F)F.FC(F)C(F)(F)COC(F)(F)C(F)F
- Kohn-Sham gap: 0.3582 hartree

Geometry as ORCA input:
```
! RIJCOSX wB97M-V def2-TZVPD def2/J DEFGRID3
* xyz 0 1
Br -2.074 2.701 -2.821
Br -0.558 2.481 1.814
S -6.046 5.548 0.539
Si -0.878 4.989 -0.996
F 4.248 -3.558 0.663
F -0.776 -5.172 -1.039
F -3.075 -4.549 -0.309
F 2.179 -3.796 0.027
F 4.733 -5.797 1.641
F -0.345 -7.292 -0.881
F 0.122 -7.072 1.820
F 3.614 -6.161 -0.402
F 6.841 -4.371 0.355
F -0.610 -3.105 0.084
F -1.670 -1.779 1.432
F -3.159 -2.446 -0.870
F 3.050 -5.199 -2.261
F -1.885 -6.451 1.255
F 6.658 -5.928 2.633
F 7.959 -6.234 0.229
O -1.748 6.252 -3.337
O 0.467 6.185 1.472
O -1.482 -3.915 2.017
O -5.947 6.234 -1.046
O -7.272 4.556 0.474
O -6.278 6.600 1.656
O 2.000 5.573 -0.475
O -2.791 8.000 -3.131
O 5.175 -5.058 -1.627
N -1.648 7.592 -3.391
C 3.828 -5.055 -1.154
C -3.010 -3.286 0.188
C 6.018 -6.069 -1.068
C -1.544 2.256 0.087
C -1.439 0.630 -0.290
C 6.689 -5.720 0.268
C -0.484 5.688 -2.789
C -3.118 5.352 0.987
C -2.575 5.773 -0.501
C 3.460 -3.758 -0.426
C 5.989 -6.279 1.502
C -0.113 -6.086 -0.296
C -0.909 3.068 -1.188
C -0.350 -4.781 1.916
C -1.682 -3.036 0.911
C -0.576 -6.096 1.156
C 1.399 5.464 2.400
C -4.515 4.495 0.783
B 0.619 5.631 0.112
H 5.943 -7.372 1.473
H 0.548 -4.249 1.579
H -0.128 -5.057 2.954
H -3.373 5.534 -1.344
H -2.415 6.952 -0.498
H -4.366 3.879 -0.229
H -2.328 4.834 1.677
H 3.569 -2.891 -1.084
H -2.218 0.309 -1.118
H 2.358 6.098 2.657
H -2.681 2.455 0.279
H -4.643 3.657 1.623
H -3.859 -3.146 0.864
H 6.827 -6.179 -1.801
H 0.374 6.486 -2.771
H 0.960 -5.885 -0.370
H -1.775 0.047 0.695
H 1.756 4.444 1.893
H 0.171 2.635 -1.410
H 5.530 -7.051 -1.052
H 1.942 5.301 -1.454
H -5.555 5.469 -1.591
H 0.766 5.261 3.380
H -0.115 4.793 -3.472
H -3.434 6.361 1.540
H -0.342 0.293 -0.542
*
```

Electronic structure analysis, Mulliken charges in units of e: Br -0.144; Br -0.115; S 1.076; Si -0.649; F -0.213; F -0.212; F -0.220; F -0.206; F -0.175; F -0.299; F -0.323; F -0.278; F -0.275; F -0.246; F -0.399; F -0.232; F -0.313; F -0.285; F -0.283; F -0.329; O 0.017; O -0.435; O -0.413; O -0.447; O -0.600; O -0.570; O -0.537; O -0.307; O -0.420; N 0.003; C 0.768; C 0.152; C -0.648; C 0.137; C -1.043; C 0.866; C -0.609; C -0.236; C -0.056; C 0.237; C 0.078; C 0.651; C -0.191; C -0.597; C 0.849; C 0.880; C -0.531; C -0.818; B 1.280; H 0.270; H 0.218; H 0.409; H -0.006; H 0.238; H 0.268; H 0.153; H 0.212; H 0.332; H 0.246; H 0.008; H 0.384; H 0.267; H 0.404; H 0.416; H -0.275; H 0.297; H 0.193; H 0.483; H 0.313; H 0.291; H 0.360; H 0.178; H 0.281; H 0.454; H 0.263

=====

The following is a quantum chemistry calculation of C18H26Br12Cl4O6 as an isolated structure at a distorted geometry, from the Open Molecules 2025 dataset.

Values from the calculation:
- E_HOMO: -0.3656 hartree
- ΔE to the lowest compared entry with this formula, charge and spin: 0.0000 eV
- Kohn-Sham gap: 0.3592 hartree

Geometry as ORCA input:
```
! RIJCOSX wB97M-V def2-TZVPD def2/J DEFGRID3
* xyz 0 1
Br 0.542 4.957 -0.782
Br 2.485 3.707 1.432
Br -5.173 0.324 -0.864
Br 0.885 -1.628 4.348
Br -3.648 -0.448 -3.561
Br 1.227 -4.719 4.116
Br -3.677 -5.148 1.639
Br -4.422 -3.044 -0.651
Br -5.895 1.741 -3.589
Br 2.524 2.487 -1.479
Br 3.566 -2.823 3.103
Br -3.488 -6.010 -1.412
Cl 6.096 -0.512 1.068
Cl 2.092 0.840 -6.056
Cl 5.845 2.131 2.257
Cl 0.030 1.726 -4.150
O -2.967 2.056 1.328
O 1.909 -2.431 -2.456
O 3.081 -0.619 -1.979
O 0.316 -1.056 0.891
O -1.520 3.401 2.316
O -0.864 -2.858 0.397
C 1.664 -3.021 3.253
C 5.147 1.008 1.084
C -3.768 3.925 2.685
C -3.334 -4.549 -0.151
C -1.295 -0.793 -0.799
C -1.532 4.543 3.165
C -2.937 5.120 3.062
C 2.216 4.083 -0.457
C -0.621 -1.711 0.208
C -5.330 0.079 -2.773
C 2.805 -1.751 -1.708
C 0.198 0.342 0.577
C -0.427 0.440 -0.790
C 1.229 0.490 -4.553
C 1.656 -3.745 -1.951
C 3.302 -2.613 -0.571
C -2.776 3.031 1.984
C 2.569 -3.944 -0.728
H -2.313 -4.214 -0.230
H -3.918 3.350 3.613
H 5.138 1.473 0.109
H 1.221 -3.111 2.279
H 0.327 0.456 -1.576
H -0.751 5.252 2.886
H 3.226 -4.789 -0.925
H -2.296 -0.592 -0.401
H 1.785 -4.514 -2.714
H 0.601 -3.837 -1.698
H 3.046 -2.106 0.361
H 1.161 0.823 0.740
H -6.107 -0.638 -2.979
H -0.959 1.389 -0.848
H 4.390 -2.659 -0.596
H -1.208 4.276 4.177
H 1.949 0.446 -3.747
H 1.994 -4.183 0.164
H -4.723 4.034 2.192
H -0.487 0.827 1.275
H -2.934 5.946 2.343
H 3.000 4.758 -0.758
H 0.743 -0.466 -4.688
H -1.503 -1.271 -1.747
H -3.243 5.652 3.966
H 4.146 0.692 1.352
*
```

Electronic structure analysis, natural (NBO) charges in units of e: Br 0.101; Br 0.072; Br 0.109; Br 0.094; Br 0.093; Br 0.061; Br 0.094; Br 0.073; Br 0.078; Br 0.113; Br 0.094; Br 0.059; Cl -0.050; Cl -0.032; Cl -0.021; Cl -0.033; O -0.579; O -0.496; O -0.608; O -0.503; O -0.488; O -0.629; C -0.478; C -0.381; C -0.528; C -0.495; C -0.552; C -0.074; C -0.436; C -0.500; C 0.822; C -0.490; C 0.813; C -0.084; C -0.438; C -0.400; C -0.073; C -0.543; C 0.798; C -0.438; H 0.254; H 0.237; H 0.230; H 0.230; H 0.220; H 0.199; H 0.222; H 0.262; H 0.190; H 0.196; H 0.254; H 0.201; H 0.226; H 0.240; H 0.257; H 0.181; H 0.242; H 0.224; H 0.253; H 0.199; H 0.215; H 0.223; H 0.221; H 0.249; H 0.225; H 0.223

=====

The following is a quantum chemistry calculation of C18H26BrN4O10P2Ru as an isolated structure at a distorted geometry, from the Open Molecules 2025 dataset.

Values from the calculation:
- E_HOMO (alpha / beta): -0.3324 / -0.3251 hartree
- ΔE to the lowest compared entry with this formula, charge and spin: 1.2817 eV
- Kohn-Sham gap (alpha / beta): 0.2977 / 0.3022 hartree
- <S²>: 0.76

Geometry as ORCA input:
```
! RIJCOSX wB97M-V def2-TZVPD def2/J DEFGRID3
* xyz 0 2
Ru -0.242 -0.220 0.301
Br 4.808 2.805 0.422
P 0.845 -2.954 0.559
P -2.005 -2.482 0.948
O -2.638 -3.776 0.727
O -0.485 -2.569 1.511
O 1.991 -2.553 1.588
O 0.858 -4.356 0.179
O 0.567 1.881 -0.634
O 1.977 0.102 0.722
O -2.711 -1.709 2.192
O 0.769 -1.815 -0.469
O 2.712 0.836 -1.281
O -1.853 -1.389 -0.137
N -0.494 0.449 2.225
N 1.362 1.610 3.005
N 0.378 0.023 4.355
N -1.862 1.245 0.009
C 2.881 0.341 -0.156
C 6.553 0.622 0.826
C 2.692 1.457 3.567
C -4.029 2.011 0.666
C 4.291 -0.016 0.244
C 5.252 0.958 0.492
C 0.549 0.745 5.607
C 6.914 -0.714 0.900
C -3.821 3.224 0.036
C -0.326 -1.243 4.484
C 0.400 0.688 3.168
C -1.676 2.411 -0.634
C -3.027 1.059 0.636
C 5.973 -1.701 0.645
C -0.399 2.525 -1.413
C -2.622 3.418 -0.630
C 4.672 -1.352 0.323
C 1.160 2.780 2.172
H -1.293 -0.041 2.613
H -4.573 4.002 0.059
H -0.528 2.041 -2.388
H -1.366 -1.097 4.796
H -4.948 1.792 1.191
H 3.945 -2.127 0.117
H 0.177 -1.839 5.246
H -3.291 -2.333 2.652
H -0.424 0.884 6.090
H 1.384 1.553 -1.135
H -2.409 4.341 -1.152
H -0.153 3.576 -1.587
H 3.419 1.504 2.754
H 0.199 2.719 1.678
H 1.192 0.181 6.284
H -0.298 -1.788 3.544
H 1.203 3.678 2.799
H 6.249 -2.746 0.694
H 7.276 1.402 1.023
H -3.157 0.109 1.130
H 2.170 -1.592 1.502
H 1.933 2.845 1.409
H 2.919 2.252 4.283
H 7.932 -0.979 1.152
H 0.994 1.720 5.433
H 2.778 0.493 4.062
*
```

Electronic structure analysis, natural (NBO) charges in units of e: Ru 1.296; Br 0.040; P 2.544; P 2.544; O -1.072; O -1.127; O -1.018; O -1.061; O -0.755; O -0.759; O -1.041; O -1.057; O -0.670; O -1.040; N -0.759; N -0.405; N -0.418; N -0.393; C 0.817; C -0.277; C -0.409; C -0.259; C -0.220; C 0.046; C -0.406; C -0.197; C -0.131; C -0.431; C 0.683; C 0.229; C 0.087; C -0.204; C -0.094; C -0.248; C -0.173; C -0.403; H 0.393; H 0.227; H 0.199; H 0.184; H 0.232; H 0.241; H 0.213; H 0.522; H 0.196; H 0.522; H 0.229; H 0.185; H 0.219; H 0.229; H 0.208; H 0.260; H 0.187; H 0.224; H 0.227; H 0.246; H 0.522; H 0.223; H 0.192; H 0.219; H 0.218; H 0.224

=====

The following is a quantum chemistry calculation of one molecule with the formula C18H26ClN3O3, from the Open Molecules 2025 dataset.

Values from the calculation:
- E_HOMO: -0.3210 hartree
- ΔE to the lowest compared entry with this formula, charge and spin: 0.6919 eV
- SMILES: CC(C)OCCCNC(=O)CN1CCN(Cc2ccccc2Cl)C1=O
- Kohn-Sham gap: 0.3458 hartree

Geometry as ORCA input:
```
! RIJCOSX wB97M-V def2-TZVPD def2/J DEFGRID3
* xyz 0 1
Cl 4.400 -2.490 -0.523
O -0.789 3.650 -1.491
O -3.104 -1.291 0.628
O 1.728 2.150 1.910
N 3.012 0.958 0.420
N 2.155 2.878 -0.232
N -0.722 2.989 0.678
C -3.529 -3.409 -0.316
C -2.011 2.338 0.685
C -3.225 0.115 0.671
C -2.362 -1.650 -1.690
C 1.072 -1.315 1.355
C -1.864 0.816 0.682
C 2.386 -1.340 0.903
C 0.592 -3.367 0.227
C 3.298 -0.188 1.247
C 3.360 1.020 -0.981
C 2.236 2.001 0.811
C 1.895 -3.416 -0.237
C -3.411 -1.916 -0.608
C 1.250 4.002 -0.236
C 0.174 -2.312 1.022
C -0.201 3.536 -0.434
C 2.779 -2.401 0.095
C 2.646 2.294 -1.462
H -3.835 -3.943 -1.211
H 1.531 4.673 -1.050
H -4.387 -1.540 -0.963
H 3.124 0.125 2.279
H 1.345 4.519 0.722
H -3.759 0.356 1.599
H 4.448 1.088 -1.097
H -2.341 -0.597 -1.963
H 2.228 -4.233 -0.858
H -3.828 0.476 -0.171
H -2.602 -2.227 -2.579
H -2.569 2.661 1.570
H 3.327 2.987 -1.964
H -1.318 0.502 1.572
H -0.092 -4.159 -0.037
H -2.572 -3.794 0.022
H 0.767 -0.489 1.979
H -1.285 0.513 -0.191
H -0.096 2.803 1.456
H 1.816 2.070 -2.143
H -4.263 -3.574 0.467
H -1.377 -1.942 -1.334
H -0.847 -2.259 1.369
H 4.348 -0.467 1.120
H -2.541 2.672 -0.211
H 3.013 0.126 -1.508
*
```

Electronic structure analysis, natural (NBO) charges in units of e: Cl -0.010; O -0.635; O -0.553; O -0.697; N -0.435; N -0.435; N -0.623; C -0.614; C -0.227; C -0.055; C -0.644; C -0.221; C -0.426; C 0.016; C -0.206; C -0.255; C -0.210; C 0.800; C -0.232; C 0.113; C -0.299; C -0.208; C 0.658; C -0.056; C -0.212; H 0.209; H 0.226; H 0.160; H 0.245; H 0.229; H 0.179; H 0.195; H 0.211; H 0.227; H 0.167; H 0.213; H 0.192; H 0.200; H 0.200; H 0.217; H 0.201; H 0.229; H 0.209; H 0.431; H 0.201; H 0.219; H 0.215; H 0.238; H 0.217; H 0.227; H 0.204